{
  "formula": "C30H30FN6O12",
  "method": "wB97M-V/def2-TZVPD",
  "homo_ev": -4.44,
  "total_energy_ha": -2492.0809,
  "charge": -1,
  "species": ["C", "C", "F", "C", "C", "N", "C", "O", "N", "O", "C", "O", "O", "H", "H", "H", "H", "H", "H", "H", "H", "H", "H", "C", "C", "C", "C", "C", "C", "N", "O", "O", "H", "H", "H", "H", "H", "C", "C", "C", "C", "C", "C", "N", "O", "O", "H", "H", "H", "H", "H", "C", "C", "C", "C", "C", "C", "N", "O", "O", "H", "H", "H", "H", "H", "C", "C", "C", "C", "C", "C", "N", "O", "O", "H", "H", "H", "H", "H"],
  "coordinates": [[-2.180, 1.288, -2.865], [-2.575, 1.042, -4.352], [-2.835, -0.334, -4.621], [-3.671, 1.989, -4.894], [-5.032, 1.973, -4.139], [-6.023, 2.603, -5.064], [-5.608, 0.559, -3.822], [-5.144, -0.036, -2.593], [-4.851, -1.349, -2.747], [-4.289, -1.728, -1.769], [-4.950, 2.940, -2.897], [-5.463, 2.690, -1.800], [-4.352, 4.064, -3.082], [-2.849, 0.789, -2.135], [-1.174, 0.822, -2.721], [-2.179, 2.374, -2.643], [-1.651, 1.265, -4.943], [-3.257, 3.020, -4.981], [-3.890, 1.666, -5.949], [-6.770, 2.936, -4.454], [-5.594, 3.401, -5.527], [-5.300, -0.109, -4.664], [-6.720, 0.593, -3.846], [-1.367, -5.257, 1.523], [-0.201, -4.598, 1.899], [-0.024, -3.260, 1.576], [-1.024, -2.595, 0.881], [-2.184, -3.244, 0.497], [-2.354, -4.580, 0.819], [-0.868, -1.176, 0.550], [0.174, -0.618, 0.878], [-1.786, -0.643, -0.026], [-1.506, -6.301, 1.780], [0.569, -5.128, 2.447], [0.886, -2.754, 1.871], [-2.960, -2.723, -0.050], [-3.260, -5.092, 0.522], [2.615, 0.479, 2.241], [3.240, 0.196, 3.450], [4.453, 0.791, 3.763], [5.028, 1.672, 2.859], [4.417, 1.957, 1.645], [3.206, 1.356, 1.339], [6.297, 2.322, 3.196], [6.818, 2.036, 4.263], [6.761, 3.115, 2.398], [1.664, 0.017, 1.999], [2.778, -0.488, 4.151], [4.932, 0.565, 4.706], [4.868, 2.640, 0.938], [2.718, 1.572, 0.397], [-7.719, -4.929, -4.252], [-7.243, -6.114, -4.801], [-6.107, -6.714, -4.279], [-5.461, -6.120, -3.205], [-5.923, -4.934, -2.654], [-7.058, -4.338, -3.183], [-4.272, -6.763, -2.633], [-3.875, -7.791, -3.152], [-3.753, -6.230, -1.671], [-8.610, -4.465, -4.659], [-7.760, -6.570, -5.635], [-5.742, -7.635, -4.712], [-5.416, -4.468, -1.820], [-7.429, -3.413, -2.760], [8.525, 4.638, 5.053], [9.657, 3.942, 5.455], [10.682, 4.605, 6.115], [10.557, 5.963, 6.370], [9.434, 6.669, 5.967], [8.415, 6.000, 5.305], [11.628, 6.662, 7.090], [12.609, 6.017, 7.414], [11.473, 7.846, 7.327], [7.726, 4.115, 4.543], [9.739, 2.881, 5.255], [11.561, 4.056, 6.425], [9.339, 7.729, 6.162], [7.531, 6.539, 4.988]]
}

{
  "formula": "C2H4INS",
  "method": "wB97M-V/def2-TZVPD",
  "homo_ev": -7.41,
  "total_energy_ha": -829.1423,
  "de_lowest_ev": 2.194,
  "species": ["C", "C", "N", "S", "I", "H", "H", "H", "H"],
  "coordinates": [[-0.257, -0.748, -0.038], [-1.474, 0.027, 0.378], [0.657, -1.401, -0.188], [1.596, 1.997, -0.646], [3.144, 0.267, -0.596], [-1.478, 0.590, 1.304], [-2.235, -0.688, 0.454], [-1.620, 0.802, -0.449], [1.668, -0.846, -0.221]]
}

{
  "formula": "C2H3N3OS",
  "method": "wB97M-V/def2-TZVPD",
  "homo_ev": [-8.23, -8.14],
  "total_energy_ha": -715.5190,
  "de_lowest_ev": 4.823,
  "species": ["C", "C", "N", "N", "N", "O", "S", "H", "H", "H"],
  "coordinates": [[-1.078, 1.340, -0.046], [-0.481, 0.045, -1.885], [-0.964, 1.120, -1.233], [1.051, -0.212, 0.569], [0.688, -0.884, 1.687], [-0.706, -0.408, -2.935], [0.898, -0.832, -0.864], [-1.371, 2.311, 0.387], [0.652, -1.956, 1.796], [1.311, -0.525, 2.524]]
}

What is the formula in the second record? C2H4INS